[1]
H22O11 | ωB97M-V with the def2-TZVPD basis set

```
33
Properties=species:S:1:pos:R:3
O -0.69 -1.89 1.10
H -0.72 -0.95 1.06
H 0.27 -2.02 1.14
O -2.58 0.87 -2.31
H -3.34 0.99 -1.67
H -2.89 0.09 -2.49
O -3.54 -2.27 -2.96
H -3.57 -2.80 -2.18
H -2.61 -2.24 -3.16
O -0.69 -2.14 -4.81
H -0.45 -1.96 -3.89
H -1.12 -1.29 -5.08
O -1.97 -2.61 4.50
H -2.82 -2.29 4.14
H -1.33 -1.96 3.95
O 2.49 1.63 1.30
H 3.06 1.57 2.07
H 2.73 0.89 0.68
O 1.02 3.19 -0.34
H 1.13 4.02 0.09
H 1.55 2.57 0.10
O 4.83 -0.99 -0.13
H 4.70 -1.54 -0.95
H 5.27 -0.16 -0.50
O 2.13 -0.78 -0.33
H 2.13 -0.99 -1.20
H 1.51 0.00 -0.22
O -1.12 3.86 1.44
H -0.63 4.67 1.22
H -1.67 3.53 0.73
O 0.06 0.84 2.65
H -0.45 1.40 2.01
H -0.26 0.85 3.44
```

Output
Net charge = -1
Spin multiplicity = 2
Orbital gap (spin up / spin down) = 2.57 / 10.58 eV
Highest occupied orbital energy (spin up / spin down) = 0.268 / -7.950 eV
Energy = -840.71747 a.u.
Relative energy (zero: lowest compared OMol25 entry of this formula, charge and spin) = 84.8 kcal per mole
E_LUMO (spin up / spin down) = 2.8 / 2.6 eV

[2]
H22O11 | ωB97M-V with the def2-TZVPD basis set

```
33
Properties=species:S:1:pos:R:3
H -0.26 -0.31 -0.55
H -0.96 -1.65 -0.44
H -1.69 2.09 3.15
H -0.91 0.93 3.76
H 1.87 2.49 -3.07
H 1.42 3.92 -3.29
H -4.66 1.68 1.65
H -3.30 1.68 0.98
H -0.74 -2.63 4.92
H 0.22 -1.99 3.94
H -1.56 -2.73 2.32
H -0.92 -2.82 0.94
H 3.79 -3.98 -0.85
H 2.57 -3.44 -1.57
H -2.16 -0.11 -3.38
H -2.26 1.41 -3.43
H -1.57 2.16 -1.43
H -0.63 1.65 -0.35
H 3.30 -0.10 -3.59
H 2.18 -0.24 -4.61
H 2.74 0.24 2.10
H 1.23 0.36 2.10
O -0.56 -0.96 0.10
O -0.79 1.75 3.26
O 1.61 3.28 -2.59
O -3.92 2.26 1.44
O -0.50 -2.63 3.99
O -0.90 -3.22 1.82
O 3.42 -3.17 -1.20
O -1.69 0.68 -3.69
O -0.69 2.29 -1.06
O 2.35 0.06 -3.71
O 1.95 -0.17 1.74
```

Output
Orbital gap = 10.33 eV
Highest occupied orbital energy = -10.412 eV
Energy = -840.75994 a.u.
SMILES = O.O.O.O.O.O.O.O.O.O.O
Relative energy (zero: lowest compared OMol25 entry of this formula, charge and spin) = 75.4 kcal per mole
E_LUMO = -0.1 eV

[3]
H22O11 | ωB97M-V with the def2-TZVPD basis set

```
33
Properties=species:S:1:pos:R:3
O -2.05 0.35 -2.19
H -2.86 -0.10 -2.44
H -1.36 -0.18 -2.61
O -0.90 2.33 -0.18
H -1.06 3.22 -0.51
H -1.30 1.74 -0.84
O -3.19 -0.28 0.58
H -2.89 -1.10 0.16
H -3.60 0.21 -0.14
O -0.69 -2.67 4.05
H -0.71 -3.18 3.24
H -1.38 -1.98 3.93
O 0.68 -0.26 0.55
H 0.20 0.16 -0.17
H 0.10 -0.95 0.87
O 3.90 -2.29 0.85
H 3.38 -1.50 0.66
H 3.71 -2.90 0.14
O 1.73 3.80 0.01
H 1.23 3.03 0.31
H 1.94 3.63 -0.91
O 0.98 0.82 -2.14
H 1.21 1.65 -1.71
H 0.79 1.05 -3.06
O -0.05 -1.72 -2.87
H 0.57 -1.03 -2.57
H 0.50 -2.37 -3.32
O -2.67 -0.88 3.26
H -2.65 -0.68 2.31
H -2.66 -0.02 3.69
O 3.40 0.65 0.19
H 2.55 0.54 -0.25
H 3.16 0.90 1.09
```

Output
Orbital gap = 9.99 eV
Highest occupied orbital energy = -10.470 eV
Energy = -840.82205 a.u.
SMILES = O.O.O.O.O.O.O.O.O.O.O
Relative energy (zero: lowest compared OMol25 entry of this formula, charge and spin) = 36.5 kcal per mole
E_LUMO = -0.5 eV

[4]
H22O11 | ωB97M-V with the def2-TZVPD basis set

```
33
Properties=species:S:1:pos:R:3
H -0.19 0.42 0.24
H 1.19 0.90 -0.18
H -2.06 0.48 1.95
H -2.36 1.27 0.69
H -3.91 -3.99 0.40
H -2.79 -2.97 0.54
H -3.60 -0.55 -3.03
H -3.35 -0.38 -1.54
H 2.64 0.04 3.61
H 1.52 -0.20 2.61
H 3.40 0.91 -0.31
H 3.26 1.14 1.18
H 2.45 -1.99 1.21
H 1.99 -2.88 0.07
H 2.13 -0.51 -2.32
H 0.83 -0.17 -3.02
H 0.55 4.54 -0.06
H -0.33 3.46 0.54
H -1.13 1.90 4.84
H -1.80 1.06 3.77
H 0.61 0.33 -4.58
H 0.61 -1.19 -4.43
O 0.30 1.22 0.01
O -1.84 0.52 1.02
O -3.30 -3.45 -0.12
O -2.90 -0.58 -2.36
O 2.29 -0.63 3.02
O 3.19 0.46 0.51
O 1.66 -2.26 0.73
O 1.75 -0.40 -3.19
O -0.17 4.41 0.57
O -1.27 0.99 4.57
O 0.34 -0.48 -5.02
```

Output
Orbital gap = 10.53 eV
Highest occupied orbital energy = -10.712 eV
Energy = -840.76980 a.u.
SMILES = O.O.O.O.O.O.O.O.O.O.O
Relative energy (zero: lowest compared OMol25 entry of this formula, charge and spin) = 69.2 kcal per mole
E_LUMO = -0.2 eV

[5]
H22O11 | ωB97M-V with the def2-TZVPD basis set

```
33
Properties=species:S:1:pos:R:3
H 0.00 -0.16 -0.23
H 1.00 0.98 -0.17
H 3.57 -1.40 -0.97
H 2.57 -2.54 -0.82
H -5.22 -1.23 1.78
H -3.90 -0.58 1.41
H 0.48 -4.36 -1.17
H -0.96 -4.11 -1.60
H -1.95 1.47 2.80
H -1.08 2.56 2.19
H 2.41 0.81 -1.54
H 1.23 -0.14 -1.41
H 4.37 0.74 0.08
H 5.47 1.00 1.10
H -0.07 5.23 -1.69
H -1.34 4.42 -1.88
H -3.63 1.62 -1.46
H -2.82 1.27 -2.69
H 1.84 0.37 2.15
H 2.05 0.94 3.54
H -2.31 -3.97 0.49
H -1.30 -3.07 -0.20
O 0.48 0.40 0.40
O 3.38 -2.29 -1.29
O -4.30 -1.16 2.07
O -0.18 -3.66 -1.25
O -1.75 2.41 2.87
O 1.59 0.54 -1.98
O 4.51 1.00 1.00
O -0.40 4.42 -2.10
O -3.71 1.49 -2.41
O 2.23 0.16 3.01
O -2.24 -3.16 -0.02
```

Output
Orbital gap = 10.59 eV
Highest occupied orbital energy = -10.931 eV
Energy = -840.76249 a.u.
SMILES = O.O.O.O.O.O.O.O.O.O.O
Relative energy (zero: lowest compared OMol25 entry of this formula, charge and spin) = 73.8 kcal per mole
E_LUMO = -0.3 eV

[6]
H22O11 | ωB97M-V with the def2-TZVPD basis set

```
33
Properties=species:S:1:pos:R:3
H -0.97 0.31 0.27
H 0.47 0.57 0.96
H -0.66 -2.47 0.56
H -1.52 -3.78 0.40
H -5.53 -1.30 -0.74
H -4.93 -2.51 0.05
H -1.14 4.91 -0.25
H -1.16 4.44 -1.74
H 2.14 -1.08 0.86
H 1.23 -0.62 1.91
H -3.14 0.57 0.80
H -2.56 0.01 2.15
H 2.51 -1.32 -2.51
H 2.11 -1.73 -1.07
H 4.12 1.04 2.65
H 4.77 1.35 1.40
H 2.08 0.26 -0.16
H 2.97 0.62 -1.36
H -4.08 1.38 -0.40
H -2.63 1.29 -0.86
H 4.21 -0.99 -0.33
H 4.27 -0.93 -1.87
O -0.18 -0.15 0.56
O -0.74 -3.26 0.02
O -5.02 -1.54 -0.04
O -1.66 4.54 -1.01
O 1.15 -1.01 1.03
O -3.37 0.23 1.63
O 2.25 -0.91 -1.67
O 4.37 1.79 2.17
O 2.30 0.94 -0.73
O -3.46 0.81 -0.89
O 4.06 -1.44 -1.15
```

Output
Orbital gap = 8.95 eV
Highest occupied orbital energy = -9.261 eV
Energy = -840.45614 a.u.
Relative energy (zero: lowest compared OMol25 entry of this formula, charge and spin) = 266.1 kcal per mole
E_LUMO = -0.3 eV

Question: relative energy (zero: lowest compared OMol25 entry of this formula, charge and spin) of number 4 (H22O11)?
Answer: 69.2 kcal per mole